The following is a quantum chemistry calculation of C5H10O2 in the gas phase, from the OMol25 dataset.

As for the maximum force: 0.36 eV/Å. The value obtained for the relative energy (zero: lowest compared OMol25 entry of this formula, charge and spin) is 1.259 eV. For the lowest unoccupied orbital energy, the calculation gives 0.9 eV. For the energy, the calculation gives -346.9792 Ha.

Atoms and positions in Å:
C (-1.5170, 1.5142, 0.1642)
C (-0.7834, 0.2117, 0.4181)
O (0.2338, 0.4575, 1.3827)
C (1.3080, -0.4198, 1.1110)
C (1.3955, -0.4335, -0.4134)
C (-0.0855, -0.4072, -0.8167)
O (-0.6270, -1.7074, -0.9921)
H (-2.3538, 1.3621, -0.5254)
H (-1.9092, 1.9109, 1.1055)
H (-0.8349, 2.2583, -0.2622)
H (-1.4780, -0.5542, 0.7955)
H (1.1011, -1.4298, 1.4977)
H (2.1980, -0.0239, 1.6078)
H (1.9129, -1.3094, -0.8192)
H (1.9064, 0.4688, -0.7671)
H (-0.2553, 0.2005, -1.7181)
H (-0.2116, -2.0989, -1.7684)



The following is a quantum chemistry calculation of 2 unconnected molecules or ions with the total composition C6H9BrN3 at a distorted geometry, from the OMol25 dataset.

As for the maximum force: 6.75 eV/Å. As for the charge: +1. The value obtained for the relative energy (zero: lowest compared OMol25 entry of this formula, charge and spin) is 0.425 eV. For the lowest unoccupied orbital energy, the calculation gives -2.8 eV. For the energy, the calculation gives -2971.9628 Ha.

Atoms and positions in Å:
C (2.2751, 1.5071, 0.0588)
C (2.8249, 0.2049, 0.0039)
C (0.7629, 0.2406, -0.7092)
C (-1.4346, -1.4075, 0.4328)
C (-2.1722, -0.1737, 0.9596)
C (-1.1314, -0.5514, -0.7865)
N (1.8001, -0.5533, -0.5003)
N (0.9829, 1.4642, -0.3825)
N (-1.9271, 0.4564, -0.3886)
Br (4.5241, -0.4376, 0.2080)
H (2.7610, 2.4788, 0.3616)
H (-0.5166, -1.8458, 0.8073)
H (-2.0938, -2.2130, 0.3648)
H (-3.1934, -0.5263, 1.0514)
H (-1.9067, 0.3524, 1.8044)
H (-1.1330, -0.8153, -1.7947)
H (1.6923, -1.5220, -0.4815)
H (0.2312, 2.1439, -0.1879)
H (-2.3457, 1.1977, -0.8214)



The following is a quantum chemistry calculation of a molecular structure, C16H22N2O2 at a distorted geometry, from the OMol25 dataset.

As for the maximum force: 16.05 eV/Å. The value obtained for the relative energy (zero: lowest compared OMol25 entry of this formula, charge and spin) is 16.792 eV. For the lowest unoccupied orbital energy, the calculation gives 0.5 eV. For the energy, the calculation gives -882.3287 Ha.

Atoms and positions in Å:
C (4.9960, 1.3558, -1.4624)
H (6.1533, 1.1032, -1.6694)
O (4.5585, 0.3979, -0.8136)
C (3.1308, 0.3231, -0.5038)
C (2.2244, 1.1789, -1.0132)
C (0.8082, 1.2208, -0.4388)
C (0.2980, 0.1220, 0.4238)
C (1.2364, -0.7411, 0.5326)
C (2.5411, -0.6980, 0.2051)
O (3.5599, -1.7067, 0.6281)
C (3.0604, -2.5405, 1.4613)
H (2.6291, -2.3041, 2.3078)
H (2.3846, -3.5381, 0.8324)
H (4.0374, -3.2476, 1.6401)
H (0.8661, -1.5960, 1.1194)
C (-1.1452, 0.1772, 0.7942)
C (-1.1512, 0.9346, 1.8610)
N (-1.2573, 1.7081, 2.8198)
N (-1.8220, 0.7241, -0.5031)
C (-1.9804, -0.3054, -1.3942)
C (-2.9345, -1.5627, -1.4248)
H (-2.8411, -1.9354, -0.2086)
C (-4.3675, -1.0700, -1.4392)
H (-4.5031, -0.3802, -2.1083)
C (-5.0397, -0.4979, -0.4616)
C (-4.0810, 0.2393, 0.6671)
H (-4.8115, 0.6283, 1.3104)
C (-3.1789, 1.3277, -0.1056)
H (-3.7693, 1.4821, -0.8814)
H (-2.9872, 2.0008, 0.6274)
H (-3.5606, -0.2960, 1.2988)
H (-5.9593, -0.1341, -0.6414)
H (-5.3461, -1.4793, 0.3967)
H (-4.9418, -2.1862, -1.8609)
H (-2.6558, -2.3561, -2.0969)
H (-2.1994, 0.3850, -2.3853)
H (-0.8978, -0.6990, -1.8225)
H (-1.3125, -0.7868, 1.3104)
H (0.1680, 2.1342, -0.7778)
H (2.4302, 2.3185, -1.3538)
H (4.9318, 2.2413, -0.8733)
H (4.3378, 1.4970, -2.2959)



The following is a quantum chemistry calculation of a molecular structure, C25H39BBrCl2IN2O8S3 at a distorted geometry, from the OMol25 dataset.

As for the maximum force: 4.63 eV/Å. For the lowest unoccupied orbital energy, the calculation gives -1.0 eV. For the energy, the calculation gives -6698.8262 Ha.

Atoms and positions in Å:
C (4.2612, -0.4204, -0.2350)
O (3.6211, -0.4029, -1.5385)
B (2.5291, 0.4893, -1.5832)
O (2.5119, 1.4512, -2.6217)
C (1.3335, 0.3609, -0.4938)
C (1.0191, 1.4857, 0.3987)
C (1.9108, 2.7891, 0.2877)
C (1.3722, 3.6962, -0.8782)
O (1.8572, 4.7363, -1.2551)
C (-0.1193, 1.4025, 1.4143)
C (-0.4587, 2.6015, 2.3652)
Cl (0.8580, 2.8227, 3.6402)
C (-0.8009, 3.9515, 1.5707)
C (-2.2893, 4.3894, 1.9738)
Cl (0.2532, 5.3706, 2.0702)
C (-0.8790, 0.1375, 1.4404)
C (-2.1071, -0.0532, 2.4258)
C (-3.4224, 0.1994, 1.5784)
C (-4.5509, 0.9978, 2.3312)
C (-5.7286, 1.1990, 1.2785)
O (-5.2777, 1.9373, 0.0977)
C (-6.0114, 3.1093, -0.0847)
O (-5.9423, 3.9873, 0.7376)
C (-0.5550, -1.0119, 0.5153)
N (-1.3535, -2.1466, 0.6245)
C (-1.0390, -3.1180, -0.2572)
Br (-2.1335, -4.7463, -0.2411)
C (0.1032, -2.9785, -1.2228)
I (0.4593, -4.6500, -2.5718)
N (0.9397, -1.9218, -1.3625)
C (0.5442, -0.9338, -0.4620)
H (5.2406, -0.9905, -0.3411)
H (3.6585, -0.9244, 0.5712)
H (4.4806, 0.6594, 0.0285)
H (2.9508, 1.0103, -3.3765)
H (3.0095, 2.5355, 0.1919)
H (1.8406, 3.3891, 1.2464)
H (0.4074, 3.3483, -1.3822)
H (-1.3819, 2.3644, 2.9677)
H (-0.8216, 3.7939, 0.4629)
H (-2.2043, 4.7612, 3.0400)
H (-2.9506, 3.4854, 1.9311)
H (-2.6380, 5.2499, 1.3479)
H (-2.0159, 0.5684, 3.3527)
H (-2.0364, -1.1311, 2.7574)
H (-3.1206, 0.7944, 0.6654)
H (-3.7676, -0.8023, 1.1795)
H (-4.1877, 2.0017, 2.6855)
H (-4.9564, 0.3956, 3.1979)
H (-6.6443, 1.6593, 1.7310)
H (-5.9945, 0.1662, 0.8977)
H (-6.6103, 3.1944, -1.0426)
C (-2.2514, -1.1340, 6.0520)
S (-3.6718, -2.1108, 5.5233)
O (-4.2171, -1.4734, 4.2898)
C (-4.7445, -1.6373, 6.8930)
H (-1.4601, -1.2496, 5.3115)
H (-2.5297, -0.0813, 6.1247)
H (-1.8985, -1.4979, 7.0179)
H (-4.8657, -0.5532, 6.9122)
H (-4.3105, -1.9847, 7.8315)
H (-5.7158, -2.1088, 6.7473)
C (0.8273, -1.3531, -7.9272)
S (1.2722, -2.6863, -6.7973)
O (0.0934, -3.5892, -6.6871)
C (1.3106, -1.6661, -5.3111)
H (0.7103, -1.7739, -8.9254)
H (-0.1127, -0.8973, -7.6128)
H (1.6224, -0.6060, -7.9405)
H (0.3405, -1.1900, -5.1606)
H (2.0901, -0.9085, -5.4092)
H (1.5354, -2.3075, -4.4588)
C (8.5706, -3.3253, -2.6740)
S (7.3242, -2.0982, -2.2375)
O (6.8091, -2.4463, -0.8824)
C (6.0956, -2.6447, -3.4383)
H (9.4269, -3.1951, -2.0129)
H (8.1639, -4.3297, -2.5480)
H (8.8849, -3.1730, -3.7075)
H (5.8442, -3.6916, -3.2623)
H (6.4911, -2.5164, -4.4470)
H (5.2023, -2.0309, -3.3180)



The following is a quantum chemistry calculation of 2 unconnected molecules or ions with the total composition ClFI2Si at a distorted geometry, from the OMol25 dataset.

As for the spin multiplicity: 3. As for the maximum force: 1.97 eV/Å. For the lowest unoccupied orbital energy (spin up / spin down), the calculation gives 0.5 / -3.5 eV. Its expectation value of S² is 2.01. For the energy, the calculation gives -1445.0104 Ha.

Atoms and positions in Å:
F (-0.0188, -1.0591, -0.7301)
Si (-0.0166, 0.0005, 0.4660)
Cl (-0.6213, 1.7557, -0.2075)
I (4.0987, 1.5110, 0.6868)
I (-1.1540, -1.1076, 2.3043)



The following is a quantum chemistry calculation of a molecular structure, C5H9N2S at a distorted geometry, from the OMol25 dataset.

As for the maximum force: 4.75 eV/Å. As for the charge: +1. The value obtained for the relative energy (zero: lowest compared OMol25 entry of this formula, charge and spin) is 3.480 eV. For the lowest unoccupied orbital energy, the calculation gives -5.2 eV. For the energy, the calculation gives -703.2442 Ha.

Atoms and positions in Å:
C (0.2378, -1.8083, 0.3110)
C (0.9527, 0.0959, 1.1776)
C (1.4208, -1.3839, -0.4618)
C (-1.6829, 1.4606, 0.2784)
C (-1.0737, 0.8625, -1.0433)
N (0.0624, -0.7995, 1.2790)
N (1.8807, -0.1368, 0.1257)
S (-0.1122, -1.2951, -1.4218)
H (-0.0764, -2.7966, 0.5274)
H (0.8829, 0.8049, 1.9417)
H (2.1677, -1.9220, -1.0161)
H (-2.3770, 0.6614, 0.5883)
H (-1.9474, 2.4836, -0.0134)
H (-0.2997, 1.3918, -1.6581)
H (-1.8818, 0.7102, -1.8022)
H (-0.9489, 1.5202, 1.1123)
H (2.7948, 0.1512, 0.0752)